# 1
2
Properties=species:S:1:pos:R:3:lowdin_charge:R:1 method="wB97M-V/def2-TZVPD" total_charge=+3 e_tot_ha=-2620.3985 homo_lumo_gap_ha=0.3371
Hf 4.66903 -4.09859 3.31741 2.14
Br 4.76801 -1.87103 2.85760 0.86


# 2
2
Properties=species:S:1:pos:R:3:lowdin_charge:R:1 method="wB97M-V/def2-TZVPD" total_charge=+3 e_tot_ha=-2620.2019 homo_lumo_gap_ha=0.1992
Hf 1.08695 -1.49420 0.57055 2.36
Br -1.08695 1.49421 -0.57056 0.64


# 3
6
Properties=species:S:1:pos:R:3:lowdin_charge:R:1 method="wB97M-V/def2-TZVPD" total_charge=0 e_tot_ha=-3818.4760 homo_lumo_gap_ha="0.2414 / 0.2473"
O -0.26893 -0.80098 -1.38426 -0.50
O -0.21000 0.08747 0.91705 -1.01
S -0.86499 0.29083 -0.70475 0.56
S 1.10864 -0.73044 1.09800 0.58
Br -3.01648 0.01083 0.05120 0.29
I 3.25176 1.14230 0.02276 0.08


# 4
2
Properties=species:S:1:pos:R:3:lowdin_charge:R:1 method="wB97M-V/def2-TZVPD" total_charge=+1 e_tot_ha=-3724.7072 multiplicity=6 homo_lumo_gap_ha="0.2885 / 0.2897"
Mn -9.29901 -25.14002 -2.40212 0.93
Br -9.59518 -23.60061 -0.68630 0.07


# 5
4
Properties=species:S:1:pos:R:3:lowdin_charge:R:1 method="wB97M-V/def2-TZVPD" total_charge=0 e_tot_ha=-2779.0169 homo_lumo_gap_ha="0.3260 / 0.2913"
N 1.67334 -0.14889 -0.11292 0.13
O 0.86318 -0.92258 0.04204 -0.30
O -1.29823 1.34001 -0.00029 -0.80
Br -1.23828 -0.26854 0.07118 0.97


# 6
348
Properties=species:S:1:pos:R:3:lowdin_charge:R:1 method="wB97M-V/def2-TZVPD" total_charge=0 e_tot_ha=-5620.0981 homo_lumo_gap_ha=0.3335
C -18.73552 15.32579 16.90329 -0.05
C -19.28447 14.26987 15.92439 -0.47
C -20.51909 13.59756 16.63738 -0.04
O -19.60432 14.90120 14.72373 -0.04
H -19.54546 16.07325 16.94373 0.08
H -17.86542 15.89087 16.57796 0.08
H -18.54218 14.96156 17.91580 0.05
H -18.60229 13.49304 15.56954 0.12
H -20.99702 12.75077 16.11507 0.08
H -21.29796 14.35214 16.67489 0.07
H -20.24223 13.24568 17.63732 0.06
H -19.89727 15.79873 14.82544 0.07
C -17.84957 19.85300 26.55904 -0.06
C -18.81547 19.30723 25.56834 -0.51
C -18.74703 17.78142 25.59782 -0.04
O -20.11369 19.83342 25.74472 -0.04
H -16.83629 19.58029 26.20160 0.06
H -18.01230 19.41797 27.53482 0.07
H -17.81337 20.94414 26.58134 0.09
H -18.46392 19.63482 24.58626 0.13
H -19.18739 17.31915 26.47147 0.06
H -17.72316 17.44964 25.41761 0.06
H -19.29430 17.38390 24.72168 0.07
H -20.68747 19.31953 25.14757 0.05
C -23.53438 18.62699 21.87461 -0.07
C -22.24036 19.10488 22.45981 -0.45
C -22.32832 20.61909 22.87548 -0.03
O -21.86475 18.30957 23.59522 -0.06
H -23.76994 19.29462 21.06110 0.07
H -24.35857 18.73421 22.57827 0.09
H -23.53553 17.59167 21.53328 0.08
H -21.47050 18.89180 21.71296 0.11
H -23.14823 20.71753 23.57940 0.08
H -22.51844 21.35058 22.09380 0.07
H -21.47191 20.92422 23.44603 0.06
H -22.64328 17.95267 24.02051 0.08
C -19.56832 8.95409 23.61230 -0.04
C -20.38833 9.40948 24.81153 -0.53
C -19.38848 9.60628 25.95137 -0.04
O -21.05082 10.56583 24.53009 -0.04
H -19.06383 9.84972 23.22126 0.07
H -20.20003 8.54071 22.83376 0.06
H -18.94913 8.09740 23.84404 0.08
H -21.17776 8.70169 25.02014 0.14
H -18.62413 10.27992 25.52687 0.07
H -18.80018 8.73357 26.26651 0.07
H -19.83283 10.15222 26.77442 0.07
H -20.41094 11.15013 24.07621 0.07
C -15.60960 18.31791 23.54523 -0.04
C -14.61188 19.40474 23.21259 -0.50
C -15.17269 20.79546 23.53775 -0.12
C -14.08179 21.86851 23.47713 -0.17
C -12.96208 21.53612 24.40771 -0.16
C -12.35082 20.15191 24.18085 -0.51
N -13.49286 19.20614 24.16763 -0.03
O -12.95985 17.91328 23.83250 -0.08
C -11.50112 20.22466 22.86217 -0.01
C -11.46096 19.76534 25.32272 -0.03
C -14.29884 19.31342 21.71568 -0.01
H -15.34563 17.34734 23.11635 0.08
H -16.62901 18.52243 23.24816 0.08
H -15.59629 18.27765 24.64108 0.07
H -16.04540 20.96939 22.92297 0.11
H -15.58818 20.81199 24.55015 0.11
H -14.42705 22.87913 23.75574 0.12
H -13.68988 21.94197 22.44498 0.11
H -13.34357 21.58122 25.42127 0.12
H -12.14354 22.24885 24.35588 0.12
H -11.26217 19.19523 22.55139 0.05
H -12.04200 20.69572 22.04313 0.06
H -10.59645 20.84254 23.06927 0.10
H -11.06255 18.74927 25.22174 0.07
H -10.64243 20.47300 25.43873 0.09
H -12.05389 19.88505 26.24215 0.09
H -13.51833 19.96944 21.36978 0.06
H -15.17499 19.53124 21.12885 0.08
H -13.96633 18.31179 21.43145 0.07
H -13.04895 17.37819 24.63938 0.06
C -12.97229 14.84944 20.17704 -0.02
C -11.69948 14.84428 21.06535 -0.54
C -10.78307 13.78026 20.54840 -0.16
C -9.44448 13.77824 21.27852 -0.16
C -8.77231 15.16711 21.19514 -0.12
C -9.68856 16.32864 21.61852 -0.51
N -10.93788 16.08978 20.89325 -0.05
O -11.82333 17.23204 21.18105 -0.06
C -9.84811 16.48518 23.16064 -0.01
C -9.12602 17.63425 21.05854 -0.03
C -12.19364 14.51401 22.44732 -0.04
H -12.66686 15.13476 19.17404 0.08
H -13.74593 15.56120 20.49436 0.08
H -13.40656 13.83532 20.12742 0.07
H -11.28618 12.80781 20.74553 0.12
H -10.66007 13.94334 19.45267 0.14
H -8.76687 13.06422 20.83431 0.11
H -9.56422 13.46642 22.30355 0.10
H -8.50416 15.37091 20.13803 0.13
H -7.87295 15.11111 21.81709 0.12
H -10.05748 15.58422 23.70761 0.06
H -8.89543 16.86456 23.54581 0.09
H -10.56793 17.26323 23.42805 0.05
H -9.63041 18.50132 21.48609 0.06
H -8.03638 17.68747 21.31491 0.10
H -9.20828 17.70748 19.97556 0.09
H -12.89252 13.65095 22.33949 0.10
H -12.78743 15.29978 22.92317 0.08
H -11.44123 14.15670 23.13685 0.06
H -11.98038 17.17502 22.15030 0.04
C -15.06820 12.42620 15.13694 -0.04
C -14.97734 11.35599 16.23754 -0.54
C -14.96238 9.95764 15.59571 -0.15
C -14.42416 8.87382 16.48015 -0.19
C -13.08701 9.25232 17.13160 -0.12
C -13.18756 10.60075 17.87330 -0.51
N -13.65911 11.55663 16.80697 -0.06
O -13.66808 12.83714 17.45036 -0.05
C -14.03830 10.49859 19.12386 -0.03
C -11.83940 11.06994 18.31009 -0.05
C -16.20820 11.48772 17.13920 -0.03
H -15.82972 12.09967 14.41011 0.09
H -14.13323 12.38628 14.54358 0.09
H -15.26141 13.44548 15.49148 0.08
H -15.94420 9.68687 15.22302 0.12
H -14.31400 10.07045 14.70907 0.12
H -14.34654 7.91432 15.94221 0.12
H -15.15724 8.66191 17.28333 0.10
H -12.31015 9.34734 16.34091 0.13
H -12.69750 8.47682 17.81935 0.13
H -14.33893 11.44603 19.52220 0.06
H -14.92060 9.87125 18.96274 0.07
H -13.50995 9.95489 19.89096 0.06
H -11.87140 12.04555 18.78671 0.05
H -11.38900 10.38760 19.04239 0.09
H -11.18751 11.15345 17.43590 0.10
H -16.38856 10.68862 17.84275 0.05
H -17.12234 11.68979 16.53432 0.09
H -16.03076 12.40185 17.71254 0.08
H -13.18079 13.43810 16.87465 0.11
C -13.87700 7.89005 26.54818 -0.03
C -14.65241 8.11666 25.28183 -0.54
C -15.22394 9.52556 25.13149 -0.13
C -14.17213 10.58826 24.86314 -0.18
C -13.38629 10.12725 23.64584 -0.14
C -12.84400 8.68605 23.68169 -0.52
N -13.97999 7.82255 24.03192 -0.09
O -13.55966 6.45816 24.04822 -0.02
C -12.47809 8.32197 22.24017 -0.04
C -11.59426 8.60653 24.56316 -0.02
C -15.85124 7.10396 25.33996 -0.03
H -13.07934 8.65260 26.61249 0.06
H -13.36008 6.92103 26.65106 0.09
H -14.51686 7.96537 27.43850 0.10
H -15.88715 9.38418 24.24641 0.13
H -15.84809 9.77015 25.99311 0.12
H -13.47301 10.67099 25.72704 0.11
H -14.60521 11.57468 24.71117 0.09
H -12.56021 10.77466 23.37019 0.11
H -14.06429 10.13245 22.78409 0.12
H -11.87092 7.39660 22.21234 0.09
H -13.37641 8.18842 21.61865 0.09
H -11.87963 9.10781 21.77199 0.08
H -11.25391 7.59186 24.72645 0.08
H -10.78830 9.14950 24.07685 0.09
H -11.81925 9.04353 25.52376 0.05
H -16.46714 7.08818 24.41763 0.09
H -16.55447 7.32036 26.16277 0.08
H -15.47729 6.09884 25.52130 0.07
H -12.95733 6.44068 24.81365 0.07
C -12.52586 14.20122 25.90319 -0.04
C -13.77026 14.69920 26.58652 -0.50
C -14.31206 13.67211 27.61869 -0.12
C -15.38039 14.24926 28.49633 -0.19
C -14.85517 15.49824 29.17149 -0.16
C -14.27577 16.57373 28.30460 -0.54
N -13.30753 15.83157 27.47671 -0.04
O -12.70249 16.82898 26.64105 -0.07
C -15.40597 17.30316 27.61793 -0.03
C -13.47684 17.58088 29.16042 -0.02
C -14.76127 14.96324 25.50226 -0.03
H -11.78383 14.03759 26.67700 0.10
H -12.21325 14.89200 25.11743 0.06
H -12.72564 13.24356 25.41570 0.08
H -14.57846 12.76289 27.07752 0.11
H -13.49439 13.37651 28.30130 0.13
H -15.62790 13.53827 29.28690 0.12
H -16.28709 14.48188 27.94404 0.07
H -14.11290 15.20314 29.93192 0.13
H -15.67914 15.90293 29.77596 0.12
H -16.12047 16.59775 27.16763 0.06
H -15.97921 17.89022 28.34302 0.09
H -14.98585 18.00829 26.87863 0.08
H -12.52535 17.12737 29.46122 0.09
H -13.30035 18.45890 28.54773 0.07
H -14.07884 17.82316 30.04479 0.09
H -14.62308 15.91404 24.93795 0.08
H -15.81322 15.05458 25.88063 0.08
H -14.72081 14.11605 24.78893 0.08
H -11.74703 16.66909 26.55973 0.11
C -20.38122 7.68122 19.72939 -0.04
C -20.42007 8.64145 18.55648 -0.53
C -21.07051 8.04756 17.32340 -0.13
C -22.60521 8.00044 17.45591 -0.17
C -23.13762 9.37388 17.88449 -0.14
C -22.49962 9.92564 19.14186 -0.51
N -21.07107 9.93754 18.83230 -0.03
O -20.30645 10.58175 19.90844 -0.08
C -22.87551 11.36358 19.30503 -0.02
C -22.97447 9.06880 20.37673 0.00
C -18.95098 8.93264 18.25430 -0.05
H -19.78242 6.82559 19.47190 0.08
H -21.28819 7.26673 20.17505 0.07
H -19.90299 8.22250 20.56640 0.08
H -20.86578 8.73718 16.49622 0.12
H -20.64413 7.05086 17.06066 0.13
H -22.99831 7.18472 18.06706 0.10
H -22.99619 7.83961 16.42883 0.12
H -24.22675 9.33151 18.06694 0.13
H -23.03733 10.05492 17.04367 0.12
H -23.85659 11.43870 19.79262 0.08
H -22.16328 11.85963 19.96568 0.05
H -22.89830 11.87971 18.35804 0.08
H -23.94336 9.36740 20.75796 0.07
H -23.09449 8.05916 20.03052 0.05
H -22.31360 9.11064 21.24104 0.08
H -18.29396 9.11795 19.11616 0.08
H -18.89134 9.75689 17.53865 0.08
H -18.52979 8.04851 17.73856 0.09
H -19.85326 11.35070 19.53642 0.08
C -17.31289 11.57171 20.80327 -0.02
C -17.63592 12.86107 21.55383 -0.51
C -17.06631 14.05502 20.80135 -0.10
C -17.66430 15.41478 21.22604 -0.16
C -19.15072 15.32220 21.12246 -0.15
C -19.80595 14.20506 21.89289 -0.48
N -19.10993 12.96867 21.41830 -0.06
O -19.63286 11.93129 22.24686 -0.11
C -19.78939 14.41872 23.39560 -0.02
C -21.26015 13.94339 21.46947 -0.01
C -17.13718 12.68739 22.93652 -0.02
H -17.58476 10.62833 21.29155 0.09
H -17.73652 11.60345 19.81515 0.06
H -16.22306 11.49066 20.65678 0.08
H -15.97459 13.96128 20.82173 0.11
H -17.23579 13.96979 19.70397 0.11
H -17.30368 15.66497 22.22501 0.10
H -17.35713 16.22245 20.55952 0.11
H -19.24982 15.23696 20.01882 0.12
H -19.69931 16.19462 21.42612 0.11
H -18.80038 14.66593 23.73346 0.06
H -20.15168 13.56072 23.99007 0.08
H -20.44124 15.27657 23.60655 0.09
H -21.19244 13.37279 20.56187 0.06
H -21.80373 14.85260 21.23368 0.09
H -21.78837 13.39356 22.24668 0.07
H -16.14468 12.26023 22.78737 0.08
H -17.01460 13.52921 23.61458 0.07
H -17.75929 11.94932 23.41781 0.08
H -19.99876 11.23749 21.63820 0.09
C -21.98206 15.53358 26.28121 -0.04
C -21.38193 14.86561 27.50188 -0.49
C -20.16098 14.02431 27.06416 -0.12
C -19.18471 13.61165 28.17762 -0.15
C -18.67976 14.86541 28.90491 -0.15
C -19.86617 15.61637 29.42356 -0.55
N -20.72113 15.95215 28.29566 -0.06
O -21.78766 16.75864 28.82213 -0.03
C -20.49132 15.02754 30.66121 -0.04
C -19.35358 16.97921 29.91093 -0.04
C -22.47359 13.99850 28.16469 -0.01
H -21.99869 14.86942 25.44697 0.06
H -21.26010 16.28633 25.97596 0.07
H -22.95823 15.98605 26.52826 0.09
H -20.50420 13.13233 26.57941 0.10
H -19.55945 14.62623 26.35837 0.12
H -18.40514 13.04782 27.65625 0.10
H -19.59104 12.93019 28.92548 0.11
H -18.13227 15.54313 28.23108 0.11
H -18.06202 14.68839 29.76586 0.11
H -21.37431 15.61284 30.95029 0.09
H -20.79217 13.98384 30.66920 0.07
H -19.84454 15.13447 31.52846 0.09
H -18.60954 16.84811 30.69575 0.09
H -18.89079 17.57660 29.12318 0.07
H -20.15874 17.56471 30.33774 0.08
H -22.76309 13.21867 27.44686 0.09
H -23.36560 14.59477 28.39387 0.09
H -22.02945 13.51286 29.04187 0.07
H -21.72759 17.61308 28.41072 0.10
C -17.32834 20.03656 18.16560 -0.03
C -18.73171 20.19369 18.73605 -0.50
C -18.87039 21.55051 19.39796 -0.14
C -20.26547 21.97594 19.81782 -0.18
C -21.19251 21.86918 18.63811 -0.14
C -21.15277 20.54726 17.84887 -0.51
N -19.68576 20.32455 17.56521 -0.08
O -19.57132 19.13213 16.87281 -0.06
C -21.89965 19.41728 18.49258 -0.03
C -21.80572 20.78481 16.48753 -0.05
C -19.01872 19.08850 19.71769 -0.02
H -17.20926 20.76681 17.34474 0.10
H -17.14948 19.04228 17.73971 0.08
H -16.53644 20.23292 18.85934 0.07
H -18.17085 21.60844 20.22453 0.12
H -18.56224 22.30124 18.66297 0.13
H -20.30520 22.97640 20.25552 0.12
H -20.63045 21.35040 20.63716 0.09
H -20.85891 22.60149 17.90995 0.12
H -22.22244 22.08851 18.93470 0.13
H -21.79718 19.30984 19.56903 0.05
H -22.95934 19.56724 18.22263 0.10
H -21.63823 18.46352 18.02914 0.09
H -21.96275 19.84011 15.90995 0.10
H -22.74793 21.31240 16.66696 0.09
H -21.27275 21.50731 15.88815 0.08
H -18.38105 19.02415 20.57765 0.08
H -19.09747 18.08590 19.28117 0.09
H -19.99639 19.26602 20.18598 0.04
H -19.44198 19.26398 15.93407 0.11
C -25.68579 13.58880 25.29746 -0.03
C -25.57614 13.89730 23.81379 -0.51
C -24.36552 13.14914 23.23712 -0.14
C -24.55868 11.64894 23.05232 -0.16
C -25.79728 11.49924 22.18366 -0.14
C -27.05864 12.21631 22.69144 -0.55
N -26.75227 13.60859 22.91674 -0.05
O -27.91186 14.24244 23.54606 -0.03
C -28.12842 12.18516 21.62510 -0.06
C -27.74577 11.41697 23.82358 -0.03
C -25.37820 15.39978 23.74411 -0.04
H -26.51453 14.12944 25.79018 0.10
H -24.77894 13.99408 25.74255 0.06
H -25.66963 12.53406 25.58945 0.08
H -24.15550 13.50043 22.21319 0.12
H -23.51601 13.40482 23.88060 0.11
H -24.65477 11.16585 24.01234 0.10
H -23.68302 11.17550 22.55928 0.11
H -26.14924 10.44743 22.00665 0.13
H -25.56990 11.93686 21.19305 0.11
H -29.14196 12.28700 22.03505 0.09
H -27.88851 13.00079 20.96061 0.08
H -28.10981 11.25906 21.03584 0.09
H -28.07300 10.49323 23.35403 0.08
H -27.17889 11.16032 24.72969 0.08
H -28.65073 11.86743 24.14557 0.06
H -26.14509 15.88973 24.39720 0.10
H -25.46861 15.77969 22.74183 0.08
H -24.41765 15.59352 24.19934 0.06
H -28.33566 14.87960 22.96261 0.10